Entry 1:
Density functional theory data (ωB97M-V with the def2-TZVPD basis set) for C3H7NO as an isolated structure.

Structure (XYZ):
```
12
Properties=species:S:1:pos:R:3:forces:R:3
C 1.15866 0.40114 -1.93576 0.10 0.08 0.26
C -1.10999 -0.03657 1.97199 -0.65 2.45 -0.79
C -0.22639 -0.56720 0.18496 2.11 0.70 -7.60
O 0.23112 -0.54604 -1.47157 -0.06 -1.54 1.88
N -0.72312 0.53805 0.26523 -1.17 -1.77 5.80
H 0.03150 -1.60125 0.39047 -0.28 0.25 0.69
H 0.65258 1.23912 -2.43400 0.09 -0.02 0.10
H 1.82976 -0.07294 -2.66706 -0.15 0.04 0.10
H 1.79937 0.80964 -1.13695 -0.18 -0.01 -0.07
H -1.55546 0.90616 2.27635 -0.08 -0.21 0.38
H -1.85658 -0.82820 1.97596 0.21 0.06 -0.32
H -0.23145 -0.24190 2.58041 0.07 -0.03 -0.42
```
Positions in Å, forces in eV/Å.

Multiplicity: 1
Total charge: 0
HOMO-LUMO gap: 0.3544 Eh

Entry 2:
Density functional theory data (ωB97M-V with the def2-TZVPD basis set) for a 2-piece molecular cluster, CH5FN4 overall.

Structure (XYZ):
```
11
Properties=species:S:1:pos:R:3:forces:R:3
H -0.72267 1.62741 1.85628 0.36 0.98 -0.03
N -0.46790 0.74999 1.45115 -1.23 -1.34 -2.55
C -0.77023 0.63230 0.21780 0.50 1.04 1.35
N -1.16661 1.07178 -1.03609 -0.89 0.75 1.12
N -0.90000 -0.30305 -0.81943 0.75 -1.23 -0.35
F -2.13830 -1.01406 -0.69790 0.17 0.47 -0.04
H -0.69505 1.59407 -1.78065 0.12 -0.55 0.47
N 1.79092 -1.31157 0.29131 4.04 0.18 -3.71
H 1.13553 -1.48334 -0.43767 -0.84 -0.11 0.01
H 2.48437 -0.61269 -0.14509 -1.37 -1.48 1.20
H 1.44993 -0.95085 1.10029 -1.60 1.30 2.52
```
Positions in Å, forces in eV/Å.

Multiplicity: 1
Total charge: 0
HOMO-LUMO gap: 0.3645 Eh

Entry 3:
Density functional theory data (ωB97M-V with the def2-TZVPD basis set) for C21H36AgNO14S as an isolated structure.

Structure (XYZ):
```
74
Properties=species:S:1:pos:R:3:forces:R:3
Ag -0.30256 0.01381 -1.02786 0.39 0.25 1.68
C -2.53624 -1.71202 0.59978 0.76 0.77 0.42
C -1.58358 -1.75413 1.84609 -1.04 -0.29 0.08
C -1.32860 -3.29833 2.06264 0.98 0.08 0.69
C -0.16178 -3.59930 3.04137 -0.15 0.55 -1.94
C 1.07676 -2.85859 2.51473 -0.02 -0.48 0.60
C 0.95366 -1.30746 2.27816 0.87 -1.43 -0.59
N -0.30975 -0.97735 1.55152 0.31 0.53 -0.06
O -0.42239 0.42307 1.29834 -0.45 -3.13 -0.23
C 2.23150 -0.89521 1.45827 -1.09 0.44 0.55
C 1.05217 -0.68751 3.65780 -0.92 0.43 0.60
C -2.31335 -1.19364 3.09795 0.83 0.66 0.16
H -2.84753 -0.71477 0.28884 0.28 0.27 0.27
H -3.47305 -2.23304 0.79733 0.19 -0.44 0.06
H -1.98574 -2.10487 -0.25504 -0.31 -0.29 -0.08
H -1.17281 -3.78137 1.09802 0.53 0.19 -0.20
H -2.16597 -3.87587 2.45425 -0.76 0.76 0.02
H 0.11921 -4.65064 2.97953 -0.31 -0.28 0.20
H -0.43850 -3.38943 4.07455 0.11 0.28 0.01
H 1.49768 -3.41908 1.67999 -0.63 0.39 -0.75
H 1.83035 -3.16557 3.23996 0.58 1.10 0.49
H 3.10060 -0.99949 2.10780 0.07 -0.24 0.02
H 2.13227 0.17036 1.25135 0.07 -0.02 -0.35
H 2.38090 -1.46769 0.54282 -0.25 0.11 0.02
H 2.08992 -0.61869 3.98404 -0.10 -0.02 0.14
H 0.46408 -1.29383 4.34673 0.31 -0.22 0.31
H 0.55430 0.27870 3.73942 0.34 0.32 -0.42
H -3.18270 -1.75366 3.44248 -0.21 -0.03 -0.52
H -2.53113 -0.13746 2.93932 -0.46 -0.04 -0.29
H -1.66683 -1.13562 3.97359 0.36 -0.37 0.02
S -1.17824 -0.68728 -3.63115 -0.41 -1.02 -2.53
O 0.07186 -0.16758 -3.09721 4.70 1.08 -0.33
O -1.04187 -2.09977 -4.01615 -0.28 0.22 -0.04
O -1.94629 -0.52924 -2.39897 -4.13 -0.40 1.36
O -1.58630 0.16380 -4.75724 -0.55 -0.33 0.37
C -3.74673 5.58093 -2.26855 1.63 1.04 -0.37
C -2.31584 5.27656 -1.74552 -2.33 0.27 0.35
C -2.19070 5.36731 -0.23181 -0.83 0.41 -0.29
O -1.71094 4.11736 0.12918 0.90 -1.29 1.25
C -1.67914 3.27050 -0.91286 -0.02 -2.41 -1.81
O -1.39057 2.09609 -0.95564 -0.80 3.45 0.96
O -2.11653 3.93172 -2.03086 1.47 -0.71 0.20
H -3.85621 5.24087 -3.29834 0.23 0.06 -0.01
H -3.70318 6.67006 -2.26745 -1.09 0.24 -0.06
H -4.57963 5.14687 -1.71541 0.37 0.13 0.42
H -1.55243 6.00292 -2.02427 0.02 -0.51 -1.57
H -3.17616 5.52611 0.20610 0.15 0.20 0.43
H -1.46895 6.14541 0.01665 -0.20 -0.04 0.51
C 2.60746 -5.97114 0.13647 0.80 -1.45 -1.13
C 2.16832 -5.21722 -1.13025 -0.69 -2.26 1.91
C 0.75591 -5.67123 -1.57906 0.25 -0.33 -0.22
O 0.05683 -4.46388 -1.69534 0.26 1.32 -0.47
C 0.86308 -3.43166 -1.24201 -5.17 3.47 -0.51
O 0.48423 -2.26184 -1.19163 1.75 -4.03 -0.15
O 1.90229 -3.93711 -0.69058 3.18 1.44 0.52
H 3.61382 -5.78093 0.50952 -0.17 0.91 0.08
H 2.76600 -6.99808 -0.19271 -0.39 -0.49 0.03
H 1.86694 -5.99728 0.93587 0.01 0.38 -0.16
H 2.89260 -5.30363 -1.94022 0.12 0.46 0.06
H 0.22451 -6.28486 -0.85161 0.25 -0.16 0.23
H 0.76678 -6.20518 -2.52925 0.00 0.11 -0.08
C 1.21913 5.89150 -1.63045 -0.17 1.53 -0.38
C 2.05375 4.69904 -1.97830 1.77 0.72 1.64
C 3.21981 4.39802 -0.96416 -0.84 0.51 -0.60
O 3.15884 2.99737 -0.96798 0.98 -0.92 1.58
C 1.90047 2.56902 -1.22338 1.05 -3.72 -1.77
O 1.57492 1.39023 -1.21787 1.09 3.43 0.98
O 1.27603 3.55074 -1.82370 -2.43 0.21 -0.52
H 0.48750 5.76231 -0.83288 -0.14 -0.73 -0.33
H 0.78463 6.26904 -2.55607 -0.63 -0.09 0.20
H 1.74641 6.76410 -1.24491 0.84 -0.14 -0.14
H 2.47332 4.75792 -2.98259 -0.27 -0.12 -0.15
H 3.01302 4.82720 0.01622 -0.35 -0.20 0.28
H 4.23030 4.73370 -1.19725 -0.17 -0.15 -0.59
```
Positions in Å, forces in eV/Å.

Multiplicity: 2
Total charge: -1
HOMO-LUMO gap (alpha / beta): 0.2032 / 0.1658 Eh

Entry 4:
Density functional theory data (ωB97M-V with the def2-TZVPD basis set) for C13H23LuN4O2P2 as an isolated structure.

Structure (XYZ):
```
45
Properties=species:S:1:pos:R:3:forces:R:3
Lu 0.01187 0.02492 0.19265 0.44 0.29 2.32
P -2.48651 0.46742 -0.51238 -0.54 -1.13 1.65
C -2.21074 0.93606 -2.18635 0.90 1.58 -1.30
C -0.90117 1.33194 -2.64977 0.19 0.26 0.55
N 0.23860 1.09101 -1.86958 0.61 0.04 -1.03
C 1.47523 1.43513 -2.32541 -0.86 -0.97 2.03
C 1.63054 2.16030 -3.50326 -0.34 0.61 -1.19
C 0.50887 2.47236 -4.27689 0.93 0.40 -0.30
C -0.73325 2.03203 -3.86912 -1.43 -0.14 0.03
C 2.71178 1.07766 -1.47014 0.01 -0.06 -0.02
P 2.52768 -0.44109 -0.40701 0.00 -0.16 -0.34
H -1.64946 2.26691 -4.42836 0.58 -0.14 -0.02
H 2.63885 2.48395 -3.78582 -0.46 -0.15 -0.06
H 0.61516 3.06275 -5.19926 -0.06 -0.35 0.51
H 3.61375 0.89306 -2.07794 -0.41 0.57 -0.10
H 2.92807 1.89376 -0.75512 -0.07 -0.09 -0.43
H -2.24502 -1.24682 -3.98871 0.06 -0.62 -0.28
H -3.05715 1.07190 -2.88185 0.53 -0.63 -0.13
H -0.68646 -3.56214 -2.59872 0.26 -0.33 0.37
O -2.01652 -2.16860 -4.20160 -0.72 0.52 -0.45
H -2.64137 -2.40141 -4.92976 0.71 0.07 0.76
H -0.31272 -1.77386 0.38491 -0.20 -0.63 -0.09
O -0.27714 -3.98879 -1.82083 0.43 0.98 -0.27
H 0.49145 -3.42345 -1.58923 -0.85 -0.63 -0.20
C 2.90681 -1.82342 -1.50719 -0.14 -0.08 0.01
H 3.94065 -1.74828 -1.86991 -0.29 -0.25 0.00
H 2.73080 -2.75677 -0.95111 0.32 0.23 -0.16
H 2.18509 -1.81487 -2.33821 0.36 0.02 0.07
C 3.74756 -0.35673 0.90888 0.12 0.24 0.09
H 3.63677 -1.25220 1.52878 0.12 0.01 -0.19
H 4.76445 -0.27144 0.52022 -0.02 -0.04 0.18
H 3.49841 0.49298 1.55341 0.19 -0.03 -0.11
C -3.13779 1.91233 0.38134 -0.03 0.98 -0.34
H -4.11613 2.18995 -0.03006 0.18 -0.04 0.20
H -3.19639 1.71110 1.45893 0.07 -0.34 -0.34
H -2.43387 2.74563 0.25416 -0.23 -0.09 0.03
C -3.54225 -0.99372 -0.28019 -0.29 0.17 -0.78
H -3.67053 -1.18003 0.79819 0.05 0.32 -0.30
H -4.51296 -0.84426 -0.77320 0.10 -0.30 0.27
H -3.00443 -1.86121 -0.69474 -0.23 0.27 0.04
N -0.11133 1.11156 2.08774 -0.06 -0.17 -1.46
C -0.08578 0.88130 3.25268 0.35 -1.03 2.33
N 0.01472 0.46099 4.43872 -0.01 0.16 -3.06
C -0.21638 1.15461 5.51668 -0.63 1.85 4.11
N -0.39367 1.67490 6.55895 0.38 -1.14 -2.59
```
Positions in Å, forces in eV/Å.

Multiplicity: 1
Total charge: +2
HOMO-LUMO gap (alpha / beta): 0.0900 / 0.0946 Eh

Entry 5:
Density functional theory data (ωB97M-V with the def2-TZVPD basis set) for a 2-piece molecular cluster, CH5O2 overall.

Structure (XYZ):
```
8
Properties=species:S:1:pos:R:3:forces:R:3
C -0.10321 -0.80117 1.03778 -0.24 0.18 -0.02
O -0.71321 0.31348 0.52872 0.16 0.04 0.14
H 0.72681 -0.48309 1.68819 -0.03 0.16 0.05
H -0.80078 -1.41048 1.61545 0.16 -0.23 -0.04
H 0.40170 -1.33140 0.22347 -0.05 -0.27 -0.02
H -0.32750 1.37037 -2.30430 0.32 0.01 0.21
H 0.29943 0.98645 -0.95914 -0.15 0.23 -0.18
O 0.51676 1.35584 -1.83018 -0.17 -0.12 -0.14
```
Positions in Å, forces in eV/Å.

Multiplicity: 2
Total charge: 0
HOMO-LUMO gap (alpha / beta): 0.4356 / 0.3262 Eh

multiplicity of number 2 (CH5FN4)?
1

Look up the multiplicity of the first one.
1